{
  "formula": "C38H56BKN8OS",
  "method": "the ωB97M-V functional and the def2-TZVPD basis",
  "elements": ["K", "C", "C", "C", "C", "N", "N", "B", "N", "N", "C", "C", "C", "C", "C", "C", "C", "C", "N", "N", "C", "C", "C", "C", "C", "C", "C", "C", "C", "C", "C", "C", "H", "H", "H", "H", "H", "H", "H", "H", "H", "H", "H", "H", "H", "H", "H", "H", "H", "H", "H", "H", "H", "H", "H", "H", "H", "H", "H", "H", "H", "H", "H", "H", "H", "H", "H", "H", "H", "H", "H", "H", "O", "N", "C", "C", "C", "C", "C", "S", "H", "H", "H", "H", "C", "N", "C", "C", "C", "C", "C", "C", "C", "C", "H", "H", "H", "H", "H", "H", "H", "H", "H", "H", "H", "H"],
  "positions_angstrom": [[-0.028, 0.959, 2.022], [-2.902, -2.430, 0.225], [-1.434, -2.689, 0.141], [-0.737, -3.766, 0.652], [0.616, -3.473, 0.405], [0.729, -2.298, -0.197], [-0.528, -1.823, -0.365], [-0.661, -0.479, -1.155], [-0.399, -0.720, -2.668], [-0.062, 0.361, -3.402], [0.066, -0.047, -4.651], [-0.183, -1.431, -4.742], [-0.486, -1.822, -3.454], [-0.775, -3.198, -2.947], [0.466, 0.903, -5.754], [1.802, 0.442, -6.353], [-0.605, 0.890, -6.851], [0.619, 2.323, -5.209], [-2.062, 0.132, -0.929], [-2.273, 0.725, 0.273], [-3.570, 0.974, 0.354], [-4.212, 0.595, -0.843], [-3.211, 0.066, -1.630], [-3.307, -0.391, -3.049], [-4.155, 1.641, 1.575], [-3.044, 2.000, 2.558], [-5.150, 0.686, 2.244], [-4.887, 2.919, 1.146], [1.851, -4.274, 0.753], [2.777, -4.336, -0.466], [1.462, -5.691, 1.173], [2.578, -3.596, 1.918], [-3.401, -3.321, 0.607], [-3.109, -1.592, 0.895], [-3.346, -2.181, -0.741], [-1.163, -4.627, 1.141], [0.160, 0.286, -0.744], [-0.144, -2.069, -5.612], [-0.914, -3.877, -3.789], [0.044, -3.565, -2.325], [-1.679, -3.230, -2.335], [1.717, -0.565, -6.768], [2.119, 1.119, -7.153], [2.575, 0.427, -5.584], [-0.758, -0.121, -7.235], [-1.558, 1.249, -6.457], [-0.311, 1.535, -7.685], [1.464, 2.391, -4.525], [0.773, 3.022, -6.037], [-0.266, 2.619, -4.646], [-5.248, 0.715, -1.119], [-4.278, -0.095, -3.447], [-2.525, 0.058, -3.660], [-3.222, -1.479, -3.159], [-2.569, 1.111, 2.981], [-2.289, 2.612, 2.061], [-3.442, 2.575, 3.397], [-4.647, -0.230, 2.557], [-5.590, 1.154, 3.129], [-5.957, 0.418, 1.557], [-4.189, 3.617, 0.680], [-5.681, 2.698, 0.429], [-5.334, 3.408, 2.016], [2.277, -4.828, -1.303], [3.052, -3.330, -0.782], [3.687, -4.895, -0.225], [0.925, -6.206, 0.373], [2.357, -6.269, 1.416], [0.821, -5.674, 2.058], [2.838, -2.571, 1.664], [1.935, -3.562, 2.798], [3.493, -4.138, 2.178], [-0.662, -0.491, 4.247], [0.536, -0.487, 4.764], [1.221, -1.654, 4.773], [2.498, -1.767, 5.256], [3.110, -0.618, 5.764], [2.409, 0.561, 5.775], [1.078, 0.678, 5.300], [0.180, 2.108, 5.348], [0.657, -2.468, 4.342], [3.001, -2.723, 5.216], [4.128, -0.649, 6.134], [2.852, 1.471, 6.155], [3.919, 0.604, 2.061], [2.899, 1.467, 1.507], [2.869, 1.318, 0.057], [3.166, 2.851, 1.886], [2.071, 3.876, 1.597], [2.393, 5.196, 1.923], [1.486, 6.225, 1.715], [0.251, 5.915, 1.161], [-0.040, 4.591, 0.840], [0.835, 3.502, 1.028], [4.927, 0.840, 1.663], [3.702, -0.434, 1.811], [3.947, 0.700, 3.148], [3.842, 1.609, -0.385], [2.080, 1.950, -0.347], [2.656, 0.279, -0.202], [4.105, 3.178, 1.392], [3.369, 2.856, 2.963], [3.366, 5.426, 2.359], [1.740, 7.246, 1.984], [-0.480, 6.702, 0.985], [-1.024, 4.400, 0.405]],
  "lumo_energy_ev": 4.062,
  "total_charge": -2,
  "spin_multiplicity": 1,
  "homo_ev": -1.0,
  "mol_weight_g_mol": 722.9,
  "homo_lumo_gap_ha": 0.184,
  "e_above_lowest_kj_mol": 43.43,
  "fmax_ev_per_a": 0.59
}

=====

{
  "formula": "CH2Cl3PS",
  "method": "the ωB97M-V functional and the def2-TZVPD basis",
  "elements": ["C", "P", "S", "Cl", "Cl", "Cl", "H", "H"],
  "positions_angstrom": [[-1.227, -1.016, -0.222], [1.523, -0.118, 0.439], [1.323, 1.916, 0.264], [-1.769, -2.048, 0.986], [-1.237, -1.729, -1.755], [-1.661, 0.760, -0.194], [1.150, -0.096, -0.938], [1.898, 2.330, 1.420]],
  "lumo_energy_ev": [-0.915, -0.929],
  "total_charge": 0,
  "spin_multiplicity": 1,
  "homo_ev": [-8.6, -7.8],
  "mol_weight_g_mol": 183.4,
  "homo_lumo_gap_ha": [0.283, 0.254],
  "e_above_lowest_kj_mol": 285.96,
  "fmax_ev_per_a": 2.24
}

=====

{
  "formula": "C14H18F2N4O6",
  "method": "the ωB97M-V functional and the def2-TZVPD basis",
  "elements": ["O", "C", "O", "C", "C", "F", "O", "H", "H", "H", "O", "C", "O", "C", "C", "F", "O", "H", "H", "H", "C", "C", "N", "H", "H", "H", "C", "C", "N", "H", "H", "H", "C", "C", "N", "H", "H", "H", "C", "C", "N", "H", "H", "H"],
  "positions_angstrom": [[3.789, -4.427, 1.686], [3.032, -4.021, 0.864], [3.043, -2.766, 0.359], [2.241, -2.760, -0.821], [1.143, -3.619, -0.303], [0.308, -4.039, -1.223], [1.902, -4.615, 0.361], [1.920, -1.744, -1.049], [2.696, -3.142, -1.735], [0.478, -3.112, 0.396], [-6.998, 0.917, -7.325], [-6.344, 0.724, -6.319], [-6.360, -0.272, -5.460], [-5.270, -0.264, -4.569], [-4.702, 1.129, -4.660], [-3.447, 1.061, -4.979], [-5.358, 1.551, -5.839], [-5.760, -0.566, -3.644], [-4.574, -1.027, -4.916], [-4.769, 1.597, -3.678], [1.266, 3.681, 0.330], [-0.115, 3.539, 0.201], [-1.271, 3.381, 0.169], [1.670, 3.283, -0.601], [1.741, 3.153, 1.156], [1.486, 4.747, 0.369], [1.827, 2.105, 6.625], [0.504, 2.783, 6.700], [-0.573, 3.267, 6.752], [2.724, 2.722, 6.588], [1.829, 1.521, 5.705], [1.729, 1.441, 7.484], [8.167, -0.927, -2.405], [7.532, 0.096, -1.580], [6.979, 0.939, -0.901], [7.421, -1.600, -2.827], [8.929, -1.520, -1.899], [8.633, -0.401, -3.238], [-4.870, -0.122, 3.977], [-3.968, -1.191, 4.123], [-3.149, -1.991, 4.159], [-5.891, -0.398, 4.240], [-4.862, 0.275, 2.963], [-4.706, 0.615, 4.764]],
  "lumo_energy_ev": 0.034,
  "total_charge": 0,
  "spin_multiplicity": 1,
  "homo_ev": -11.4,
  "mol_weight_g_mol": 376.3,
  "homo_lumo_gap_ha": 0.421,
  "e_above_lowest_kj_mol": 271.09,
  "fmax_ev_per_a": 6.96
}

=====

{
  "formula": "C20H21ClFN5O2",
  "method": "the ωB97M-V functional and the def2-TZVPD basis",
  "elements": ["C", "C", "C", "C", "N", "C", "O", "C", "N", "N", "N", "C", "C", "C", "C", "C", "O", "C", "C", "C", "F", "C", "C", "C", "C", "Cl", "C", "C", "N", "H", "H", "H", "H", "H", "H", "H", "H", "H", "H", "H", "H", "H", "H", "H", "H", "H", "H", "H", "H", "H"],
  "positions_angstrom": [[4.306, 2.096, -7.340], [2.977, 1.672, -6.720], [2.150, 2.901, -6.338], [2.195, 0.784, -7.690], [3.291, 0.905, -5.508], [2.379, 0.354, -4.687], [1.182, 0.418, -4.816], [3.039, -0.400, -3.505], [2.037, -1.010, -2.696], [1.619, -2.239, -2.871], [0.684, -2.446, -2.019], [0.535, -1.301, -1.315], [-0.425, -1.121, -0.250], [-1.271, -2.171, 0.111], [-2.187, -2.001, 1.123], [-2.281, -0.781, 1.798], [-3.231, -0.731, 2.773], [-3.333, 0.413, 3.589], [-2.134, 0.637, 4.482], [-1.537, 1.889, 4.584], [-2.053, 2.912, 3.867], [-0.439, 2.140, 5.382], [0.099, 1.099, 6.117], [-0.468, -0.161, 6.055], [-1.577, -0.384, 5.251], [-2.276, -1.958, 5.227], [-1.440, 0.267, 1.438], [-0.522, 0.093, 0.419], [1.398, -0.380, -1.738], [4.903, 1.225, -7.605], [4.873, 2.716, -6.649], [4.125, 2.672, -8.244], [1.913, 3.483, -7.224], [1.224, 2.589, -5.865], [2.703, 3.530, -5.643], [1.267, 0.460, -7.228], [2.779, -0.096, -7.955], [1.962, 1.335, -8.596], [4.268, 0.776, -5.301], [3.602, 0.307, -2.891], [3.691, -1.188, -3.887], [-1.193, -3.109, -0.415], [-2.851, -2.798, 1.416], [-3.523, 1.309, 2.986], [-4.214, 0.221, 4.212], [-0.023, 3.134, 5.415], [0.960, 1.270, 6.743], [-0.062, -0.976, 6.631], [-1.494, 1.224, 1.930], [0.129, 0.905, 0.132]],
  "lumo_energy_ev": 0.540,
  "total_charge": 0,
  "spin_multiplicity": 1,
  "homo_ev": -8.1,
  "mol_weight_g_mol": 417.9,
  "homo_lumo_gap_ha": 0.319,
  "e_above_lowest_kj_mol": 0.00,
  "fmax_ev_per_a": 1.10
}